Record 1
144
Properties=species:S:1:pos:R:3:forces:R:3 method="wB97M-V/def2-TZVPD" e_tot_ev=-98250.0160 total_charge=0 e_lumo_ha=0.0167 relative_energy_kcal_mol=49.8 homo_ev=-9.0 smiles="CCOP(=O)(OCC)OCC.CCOP(=O)(OCC)OCC.COCCOCCOC.COCCOCCOC.COCCOCCOC.COCCOCCOC"
C 2.132175 -1.140787 4.559881 0.7 0.4 -0.5
C 3.649744 -1.107682 4.541258 -0.4 -0.3 1.2
O 4.034769 0.260012 4.366516 0.2 0.0 -0.3
P 4.895094 0.657471 3.109190 -0.7 0.5 0.7
O 6.166009 -0.018817 2.938968 0.8 -0.4 -0.4
O 3.866781 0.493612 1.924572 -0.9 -0.8 0.3
C 4.230873 0.100568 0.629750 1.0 1.7 -2.5
C 3.088176 0.189186 -0.368695 -1.7 -2.1 2.1
O 4.932546 2.213334 3.372029 0.4 -0.2 -0.2
C 6.122823 2.953912 3.131267 0.5 1.6 -0.1
C 6.669539 3.548390 4.420376 -0.2 0.0 -0.1
H 1.819326 -0.900103 3.542831 -0.5 -0.2 0.1
H 1.732678 -2.080004 4.933224 -0.1 -0.1 -0.2
H 1.849124 -0.324461 5.225391 -0.3 -0.1 0.0
H 3.998258 -1.376304 5.541428 0.3 -0.1 -0.1
H 4.117137 -1.788096 3.830973 0.0 0.2 -0.2
H 4.864833 0.905774 0.221757 0.5 -0.2 0.4
H 4.830514 -0.799317 0.505491 -0.3 -0.3 0.7
H 3.404104 -0.191149 -1.333943 0.0 1.0 -0.4
H 2.289337 -0.535216 -0.111518 0.3 -0.1 0.1
H 2.524622 1.101341 -0.195940 0.5 0.5 -0.9
H 6.908412 2.454141 2.568330 -0.3 -0.7 0.1
H 5.810125 3.812636 2.532171 0.0 -0.2 -0.3
H 7.668315 3.964591 4.291603 0.0 -0.1 -0.2
H 6.017848 4.384384 4.673295 0.0 -0.1 0.5
H 6.709942 2.804287 5.213080 -0.1 0.1 0.1
C -5.544233 4.115154 3.138673 0.6 0.3 0.1
C -4.754471 3.048009 2.408567 -0.5 -1.1 0.1
O -3.782822 3.580574 1.500908 -0.2 0.8 0.5
P -2.799000 2.670843 0.641739 -1.2 0.6 -0.3
O -3.442435 1.386106 0.364225 0.7 -0.4 -0.2
O -2.447860 3.620328 -0.572043 -0.3 0.2 0.1
C -3.464961 3.995692 -1.584879 0.3 -1.4 1.1
C -4.375096 5.071488 -1.058575 0.7 1.0 -0.5
O -1.446858 2.664246 1.429581 0.1 -0.5 -0.2
C -0.887690 3.900469 1.870955 0.7 1.0 0.0
C 0.604699 3.724342 2.016076 0.1 -0.2 1.6
H -5.850706 3.734601 4.112184 0.0 -0.1 0.0
H -4.879752 4.964143 3.317794 -0.2 0.1 0.0
H -6.447149 4.437464 2.625429 0.1 0.1 -0.2
H -4.271257 2.393402 3.141563 0.2 0.2 -0.1
H -5.441898 2.398240 1.857519 0.2 0.0 -0.1
H -2.822863 4.255905 -2.417949 -0.4 0.1 -0.3
H -4.001883 3.058772 -1.755255 -0.1 0.2 -0.5
H -5.213393 5.274182 -1.724350 0.0 -0.2 -0.1
H -4.729300 4.878906 -0.058178 -0.1 -0.2 0.1
H -3.775609 5.986965 -1.025520 -0.2 0.1 0.2
H -1.117401 4.754327 1.228576 -0.2 -0.4 -0.4
H -1.322245 4.152582 2.839909 0.0 -0.2 0.1
H 0.700808 2.971899 2.807983 0.4 -0.2 -0.3
H 1.211697 3.445452 1.161287 -0.4 -0.1 -0.3
H 1.058063 4.610145 2.470317 -0.2 0.2 -0.2
C 1.227336 -4.166127 8.290977 0.4 -1.3 -0.1
O 1.291004 -2.898488 8.880518 -0.1 0.0 0.4
C 1.198218 -1.797992 8.015945 0.2 -0.1 -0.4
C -0.139893 -1.611589 7.311977 1.0 1.5 2.2
O -0.412684 -2.712299 6.576123 -0.7 -1.2 -0.9
C -1.664740 -2.572994 5.892261 1.5 0.4 -0.8
C -1.894693 -3.818438 5.104644 -0.1 -2.9 1.2
O -1.633543 -3.817222 3.735541 0.5 0.6 -0.4
C -2.190507 -2.726929 3.002895 -0.5 -1.2 0.1
H 1.899782 -4.298216 7.431226 -0.2 0.5 -0.2
H 0.221906 -4.470132 8.010335 -0.1 0.2 -0.2
H 1.575290 -4.937311 8.988301 0.0 0.5 0.4
H 1.972183 -1.860339 7.239550 0.1 -0.1 0.0
H 1.425212 -0.921964 8.622023 -0.1 0.1 0.0
H -0.033384 -0.657901 6.771470 -0.2 -0.1 -0.5
H -0.911016 -1.432039 8.074010 -0.2 -0.1 0.1
H -1.399776 -1.806179 5.153092 -1.0 0.5 0.3
H -2.431852 -2.299308 6.614189 -0.2 0.1 -0.2
H -2.775222 -4.448713 5.340902 -0.9 1.3 -0.4
H -1.229048 -4.572586 5.565508 0.6 0.5 -0.5
H -3.266657 -2.711852 3.211063 0.0 0.6 0.0
H -2.095380 -3.007109 1.958166 0.2 0.2 -0.1
H -1.687336 -1.782951 3.206039 -0.2 0.1 -0.1
C 7.261848 0.634254 -1.700006 0.1 0.9 1.4
O 7.048031 -0.558578 -2.364510 0.5 -0.8 -0.8
C 5.877596 -0.555507 -3.130420 -1.4 0.7 1.3
C 5.536924 -1.909746 -3.695308 2.7 -0.4 -1.4
O 4.193094 -2.146619 -3.634321 -1.1 0.0 0.4
C 3.736618 -3.150615 -4.520612 -0.2 0.4 0.5
C 2.214224 -3.193319 -4.573726 1.6 -0.9 0.4
O 1.718151 -2.123315 -5.291665 -0.1 0.5 -0.8
C 1.434089 -0.991304 -4.475941 -0.6 -1.6 1.0
H 6.863826 0.634187 -0.669521 -0.3 -0.3 -0.2
H 6.790679 1.492315 -2.188748 0.3 0.0 -0.3
H 8.326386 0.793842 -1.529160 0.1 0.0 -0.5
H 5.846145 0.257094 -3.869351 0.5 -0.2 -0.3
H 5.050305 -0.267359 -2.455959 0.0 -0.3 -0.1
H 6.183007 -2.715467 -3.308012 -0.4 0.1 1.0
H 5.958060 -1.948539 -4.722246 -0.8 0.3 -0.3
H 4.080918 -4.137564 -4.183169 0.3 0.0 -0.2
H 4.102976 -2.852215 -5.506888 0.0 -0.6 -0.2
H 1.811890 -3.314190 -3.559961 -0.2 0.3 0.0
H 2.075286 -4.164269 -5.061683 -0.8 0.3 -0.5
H 1.250549 -0.113783 -5.077141 0.1 0.0 -0.3
H 2.191125 -0.851166 -3.701175 0.3 0.4 -0.4
H 0.543367 -1.308425 -3.919768 -0.2 0.7 0.0
C 1.400397 3.571163 -4.526613 0.2 0.9 -0.5
O 2.016046 3.659398 -3.274003 0.1 1.0 0.8
C 1.588309 2.735819 -2.320089 0.4 -2.0 0.0
C 0.107566 2.714228 -2.004851 0.0 1.2 -0.4
O -0.698310 2.566211 -3.155813 -1.2 -0.2 0.6
C -0.978903 1.240099 -3.598112 0.7 0.2 -0.5
C -1.685356 0.236999 -2.717472 0.4 0.6 0.9
O -0.760849 -0.454325 -1.892814 0.3 0.2 0.4
C -1.365098 -1.145129 -0.814034 -0.4 -0.7 -0.1
H 0.423555 4.052129 -4.519467 -0.2 -0.5 -0.1
H 1.379786 2.536103 -4.871417 -0.2 0.0 -0.2
H 1.995071 4.190546 -5.200577 0.3 -0.3 -0.1
H 2.091960 2.908832 -1.368441 0.3 0.4 -0.1
H 1.972116 1.764594 -2.674010 -0.3 -0.3 0.2
H -0.035224 3.741111 -1.647885 -0.6 -0.1 0.0
H -0.238911 2.053229 -1.213258 0.5 -0.3 0.2
H -0.010853 0.829563 -3.896590 -0.4 -0.3 -0.2
H -1.634297 1.385463 -4.458803 0.3 0.0 -0.2
H -2.197700 -0.471932 -3.371573 -0.3 0.1 0.0
H -2.346470 0.787682 -2.037436 -0.6 -0.2 -0.3
H -2.352322 -0.765102 -0.531244 0.2 0.4 -0.1
H -0.735949 -1.113279 0.078682 0.2 0.1 -0.2
H -1.520911 -2.201700 -1.086711 0.1 0.1 0.0
C -5.022566 -5.703188 -2.672459 0.0 -0.4 0.3
O -5.806522 -4.859834 -1.863489 0.2 0.2 -0.2
C -6.484198 -3.891201 -2.624957 -1.4 0.6 1.3
C -5.644328 -2.780922 -3.260015 -0.8 0.6 1.2
O -6.193652 -2.539697 -4.530924 1.0 0.1 0.1
C -5.737688 -1.373559 -5.202363 -0.9 -1.4 -2.1
C -4.278095 -1.449693 -5.653190 0.1 0.6 0.8
O -3.720926 -0.147384 -5.684725 0.6 0.2 0.0
C -4.032575 0.659414 -6.807081 -0.1 -0.4 -0.1
H -4.390991 -5.114929 -3.340576 0.1 -0.2 -0.2
H -5.640322 -6.418964 -3.224493 -0.1 0.2 -0.3
H -4.405513 -6.299021 -2.005278 0.2 0.1 0.0
H -7.128236 -3.363580 -1.908802 0.2 -0.2 0.2
H -7.264037 -4.327911 -3.263897 0.7 -0.1 -0.7
H -4.571601 -2.946519 -3.087899 0.1 -0.4 -1.0
H -5.813384 -1.866445 -2.670149 0.0 0.0 0.1
H -6.014905 -0.391531 -4.812010 0.2 -0.2 0.8
H -6.347125 -1.507532 -6.107085 0.1 0.7 -0.1
H -4.163519 -1.979304 -6.604665 -0.1 0.2 -0.1
H -3.684105 -1.990731 -4.915293 0.0 0.0 0.0
H -4.748910 1.446909 -6.552486 -0.2 -0.2 0.0
H -4.418998 0.006546 -7.597517 -0.1 0.4 -0.2
H -3.131243 1.160402 -7.165404 0.1 -0.2 0.1

---

Record 2
22
Properties=species:S:1:pos:R:3:forces:R:3 method="wB97M-V/def2-TZVPD" e_tot_ev=-10541.8000 total_charge=0 e_lumo_ha=0.0121 relative_energy_kcal_mol=65.0 homo_ev=-8.5 smiles="C=C/C(C)=C/C.O.O"
C -0.162828 3.066798 -1.890299 0.3 0.1 -0.7
C -0.950813 3.161169 -0.836256 -1.5 -1.7 1.1
C -1.419483 1.959123 -0.022708 0.4 -1.8 -0.6
C -2.866237 2.062892 0.565408 1.7 -0.7 -0.5
C -0.736010 0.759675 0.011712 -1.6 2.3 0.8
C -1.140877 -0.305377 0.958541 -1.0 -0.5 2.4
H 0.094481 2.081232 -2.264198 0.3 0.0 0.2
H 0.234207 3.895921 -2.476494 -0.4 0.0 0.3
H -1.519262 4.013185 -0.494981 0.7 0.8 -0.2
H -3.478284 1.768706 -0.295669 -0.4 0.1 0.5
H -3.031230 3.081598 0.822138 -0.5 0.9 0.2
H -3.060048 1.435050 1.461810 0.1 0.6 -0.9
H 0.179956 0.652646 -0.507806 0.9 0.0 -0.4
H -1.273686 -1.365542 0.656506 0.3 0.8 -0.3
H -2.072503 0.007157 1.482103 0.3 -0.6 -0.9
H -0.538158 -0.305376 1.908534 0.4 -0.2 -1.1
O 0.728160 -6.112238 -1.171954 -1.0 -0.8 0.0
H 1.072875 -5.754395 -1.989891 0.5 0.4 0.4
H 1.149154 -5.800540 -0.372651 0.5 0.4 -0.4
O 5.104924 -1.942223 1.863614 -1.4 0.0 2.0
H 4.679112 -1.969767 2.794127 1.0 0.1 -2.4
H 4.358513 -1.778089 1.260656 0.4 -0.1 0.4

---

Record 3
10
Properties=species:S:1:pos:R:3:forces:R:3 method="wB97M-V/def2-TZVPD" e_tot_ev=-19125.7992 total_charge=-1 e_lumo_ha=0.1358 relative_energy_kcal_mol=31.7 homo_ev=-3.3 smiles="O=C1C[C@@H]1C([O-])=S"
O 1.254598 2.305029 0.486864 1.8 1.5 0.5
C 0.583961 1.367738 0.301961 -4.3 -2.5 -1.7
C 0.355872 -0.005682 -0.242850 0.0 -0.9 0.1
C -0.833990 0.734548 0.433056 0.2 0.4 -0.9
C -2.225514 0.696787 -0.279350 -0.7 1.1 0.5
O -2.366857 1.425603 -1.230126 0.1 0.4 -1.5
S -3.599366 -0.180338 0.435281 1.5 0.0 0.0
H 0.316984 -0.278255 -1.343861 -0.3 1.2 1.2
H 0.608462 -0.920574 0.256580 0.9 -0.3 0.5
H -1.162130 0.610062 1.434731 0.8 -1.1 1.3

---

Record 4
86
Properties=species:S:1:pos:R:3:forces:R:3 method="wB97M-V/def2-TZVPD" e_tot_ev=-98569.3916 multiplicity=3 total_charge=-1 e_lumo_ha="0.0852 / 0.0769" relative_energy_kcal_mol=45.5 homo_ev="-4.3 / -4.3"
C -1.773364 -2.181056 -3.871053 0.0 0.3 -0.4
C -1.070428 -2.921066 -2.790143 0.6 -0.5 0.9
H -1.542721 -2.599141 -4.853378 -0.1 0.2 0.0
H -1.493004 -1.119538 -3.855596 -0.1 -0.2 0.0
H -2.865293 -2.248298 -3.737224 0.3 0.1 0.1
C -0.548791 -4.148349 -2.920709 -0.3 0.3 0.0
C -0.495287 -4.937318 -4.189261 0.0 -0.3 -0.3
H -0.162957 -4.681119 -2.051259 0.0 0.3 -0.2
H -0.523125 -4.305809 -5.084285 0.0 -0.2 0.2
H -1.323607 -5.657335 -4.251061 0.1 0.1 -0.1
H 0.430845 -5.525921 -4.229537 -0.1 0.1 0.0
Pd 0.053020 0.628083 -0.184774 1.1 -1.4 -0.9
Cl -2.262955 0.808310 -0.212907 -1.0 0.0 0.4
Cl 1.261305 3.274072 -1.272184 0.6 0.1 1.8
H 1.137680 4.541762 3.253352 0.0 0.1 -0.2
H -1.633442 5.968363 1.985625 0.2 0.1 -0.2
C 1.136552 4.783310 2.178899 0.1 -0.1 -0.1
C -0.998356 5.606244 1.161366 -0.4 -0.1 0.1
N -0.162180 4.498081 1.589840 -0.1 0.0 0.1
H 1.916737 4.187813 1.686251 -0.2 0.2 0.1
C -0.534179 3.232717 1.357691 1.2 -0.8 -0.1
O 0.246782 2.266946 1.525415 -1.1 1.3 0.3
H -1.649922 5.255874 0.349628 0.2 0.2 0.2
H -1.570196 3.096284 1.010667 0.3 -0.1 -0.2
H 1.334213 5.852113 2.045189 0.1 -0.3 0.1
H -0.365999 6.430688 0.804985 -0.2 -0.3 0.0
H 1.924977 -1.206640 -3.431068 0.2 0.3 0.2
H 2.654489 -3.541831 -2.298978 0.2 0.2 0.0
C 2.788580 -0.743931 -2.929043 -0.3 -0.1 -0.2
C 3.535379 -2.917149 -2.074538 -0.1 0.1 0.2
N 3.151814 -1.550837 -1.784492 0.6 0.1 0.6
H 2.532076 0.266382 -2.603098 0.0 -0.3 -0.1
C 3.169106 -1.055064 -0.519769 -0.8 0.8 -0.5
O 2.757193 0.067436 -0.193273 0.7 -1.3 -0.4
H 4.063403 -3.335084 -1.207545 -0.1 0.0 -0.2
H 3.584687 -1.784707 0.212333 -0.2 0.3 -0.2
H 3.633718 -0.718530 -3.632333 -0.1 0.1 0.1
H 4.191252 -2.930060 -2.955393 0.0 -0.1 0.2
O 0.162434 -1.338538 -1.475398 1.3 1.1 0.1
C -0.933171 -2.130201 -1.472717 -0.8 -0.4 1.0
C 0.293810 -3.732308 0.049993 -0.1 -0.5 0.4
C -0.867889 -3.015816 -0.224114 -0.6 -0.1 -0.7
H 1.178755 -3.558399 -0.569630 -0.3 0.0 0.2
C 0.305008 -4.666487 1.089589 -0.1 0.3 -0.3
H -1.840255 -1.505654 -1.381585 -0.2 -0.3 0.0
C -1.973380 -3.098863 0.619905 0.3 -0.6 -0.1
H 1.212226 -5.249967 1.267593 -0.3 0.1 0.1
C -0.846589 -4.851779 1.860693 0.0 -0.1 0.2
C -1.972263 -4.044233 1.649643 0.0 0.1 0.0
H -2.811502 -2.426065 0.426156 0.1 -0.3 0.1
H -0.853245 -5.636597 2.625523 -0.1 0.4 -0.2
H -2.871986 -4.171893 2.259677 0.3 0.0 -0.1
Si 0.161486 3.009189 -3.130530 -1.3 1.2 -2.6
Cl 0.013940 0.903302 -2.846662 0.0 0.8 -0.7
C 1.757112 3.725789 -3.972564 0.3 0.3 0.0
C -1.489769 3.642542 -2.382916 0.0 0.2 0.7
C -0.716204 3.314789 -4.883316 -0.2 -1.2 -0.4
H 2.553276 2.975004 -4.051286 -0.1 0.0 0.2
H 2.158025 4.575088 -3.401468 0.0 -0.3 -0.1
H 1.541869 4.081210 -4.985876 0.1 -0.1 0.1
H -0.153778 2.911868 -5.740380 -0.2 0.1 0.0
H -0.792592 4.407002 -5.017271 0.0 -0.2 0.1
H -1.734877 2.893940 -4.891305 0.2 0.1 -0.3
H -1.837083 2.906377 -1.642919 0.1 0.4 0.1
H -2.287094 3.729766 -3.136473 0.4 0.0 0.3
H -1.359335 4.626358 -1.916810 -0.1 -0.1 0.2
C -2.660424 -1.395708 5.573656 0.0 0.0 0.2
C -1.243656 -1.432905 5.039914 0.2 0.2 -0.6
N -1.195696 -0.944675 3.637146 0.2 -0.3 0.4
C -0.038251 -0.460841 3.110650 0.3 -0.3 -0.7
S 0.524423 -0.953886 1.582017 -0.3 -0.2 1.1
N 0.711439 0.377358 3.866922 -0.1 1.0 0.2
C 0.058367 1.481294 4.623723 0.0 -0.4 -0.3
C 1.091144 2.235636 5.442705 -0.2 -0.1 0.1
H -3.127992 -0.421543 5.402495 0.1 -0.1 0.0
H -2.636766 -1.576331 6.650628 -0.1 -0.1 0.0
H -3.274760 -2.174849 5.112651 0.0 0.2 0.0
H -0.569492 -0.804261 5.627848 -0.2 -0.3 0.0
H -0.853928 -2.465038 5.062408 0.0 0.3 0.0
H -1.716328 -1.542239 2.991602 0.4 0.3 0.0
H 1.566212 0.677560 3.379582 -0.7 -0.2 0.1
H -0.454024 2.155181 3.914071 0.2 -0.3 0.2
H -0.715741 1.039056 5.262770 0.3 0.3 -0.1
H 1.792415 2.778963 4.795831 -0.1 -0.2 0.2
H 0.570822 2.953684 6.084539 0.2 0.0 -0.1
H 1.647313 1.542386 6.084984 0.0 0.2 -0.1